[1]
Computed, not measured: a molecular structure, C17H23CdN4O3, with wB97M-V/def2-TZVPD.

```
48
Properties=species:S:1:pos:R:3:forces:R:3:lowdin_charge:R:1
Cd 0.5590 0.0911 0.1586 0.526 -0.368 0.275 1.370
O -1.7714 0.4489 -0.2994 -0.225 0.070 0.204 -0.176
C -2.6557 0.8752 -1.3154 -0.209 0.063 -0.257 -0.251
C -2.3241 0.3581 -2.7137 0.022 -0.154 0.134 -0.172
C -0.8453 0.5169 -3.0741 -0.136 0.007 -0.127 -0.145
C -0.3382 1.8727 -2.6943 0.164 -0.026 -0.093 -0.313
C -0.7803 3.0391 -3.3084 0.014 0.140 -0.079 -0.035
C -0.3204 4.2615 -2.8460 0.056 -0.129 0.089 -0.070
C 0.5729 4.2817 -1.7831 -0.062 0.080 -0.114 -0.053
C 0.9801 3.0746 -1.2422 0.208 -0.057 0.062 -0.117
N 0.5349 1.8977 -1.6900 -0.003 0.170 0.147 0.057
H -1.6212 -0.5113 -0.3420 -0.337 -0.625 -0.252 0.022
H -2.6105 1.9669 -1.3100 -0.001 -0.027 0.043 0.116
H -3.6870 0.5859 -1.0750 0.075 0.041 0.101 0.116
H -2.9581 0.9083 -3.4166 0.003 -0.016 -0.013 0.108
H -2.5815 -0.7006 -2.8017 -0.045 0.023 0.042 0.115
H -0.7136 0.3430 -4.1450 0.021 -0.017 0.011 0.119
H -0.2594 -0.2303 -2.5387 -0.029 -0.034 -0.107 0.083
H -1.4772 2.9881 -4.1364 -0.007 -0.039 0.011 0.112
H -0.6552 5.1829 -3.3061 -0.001 0.008 0.007 0.101
H 0.9484 5.2119 -1.3800 0.029 -0.022 0.023 0.104
H 1.6866 3.0311 -0.4179 -0.039 -0.002 0.040 0.102
N -0.4228 -1.8266 2.0779 0.254 0.179 -0.082 -0.035
N -0.5459 -2.9875 1.2980 0.066 0.128 -0.272 -0.058
C -0.3070 -2.9649 -0.1113 -0.178 -0.264 0.173 -0.738
O -0.0979 -4.0637 -0.6124 0.019 0.110 -0.071 -0.006
O -0.4119 -1.8434 -0.7428 0.103 0.474 0.597 -0.196
H 0.4748 -1.7753 2.5658 -0.230 0.100 -0.261 0.069
H -1.1764 -1.7802 2.7523 0.030 0.020 -0.077 0.069
H -0.1911 -3.8391 1.7088 0.003 0.002 -0.110 0.114
C 4.9005 1.0359 1.5891 -0.040 0.081 0.023 -0.112
C 3.8725 2.0454 2.0068 0.033 0.030 -0.023 -0.270
C 4.2498 3.2426 2.5723 -0.053 -0.018 -0.023 -0.118
C 3.3144 4.2085 2.9563 0.048 0.039 0.023 -0.168
C 1.9730 3.9101 2.7668 0.024 0.049 -0.071 -0.131
C 1.5355 2.7181 2.2008 -0.037 0.091 0.011 -0.293
C 0.0528 2.4798 2.1193 0.144 -0.050 -0.035 -0.125
C 2.4788 1.7076 1.7667 0.023 -0.164 0.105 -0.501
N 2.2238 0.5103 1.2386 -0.103 0.205 -0.044 -0.224
H 5.9103 1.3923 1.8111 0.002 0.005 -0.003 0.055
H 4.8123 0.8312 0.5184 0.016 -0.074 0.003 0.058
H 4.7351 0.0797 2.0911 -0.006 -0.029 -0.032 0.057
H 5.3101 3.4394 2.7170 0.005 -0.013 -0.008 0.087
H 3.6254 5.1508 3.3909 -0.012 -0.004 0.016 0.064
H 1.2285 4.6400 3.0798 -0.036 -0.029 -0.011 0.085
H -0.4916 3.3909 2.3749 -0.017 0.005 0.047 0.062
H -0.2660 1.6852 2.8056 -0.027 -0.055 -0.087 0.065
H -0.2867 2.1800 1.1187 -0.050 0.096 0.063 -0.003
```
Forces are in eV/Å.

Calculated values
Net charge: -1
Total energy, eV: -34669.966
Highest occupied orbital energy, eV: -2.324
Strongest force on any atom, eV Å⁻¹: 0.77



[2]
Computed, not measured: a single C17H23ClN6 molecule, with wB97M-V/def2-TZVPD.

```
47
Properties=species:S:1:pos:R:3:forces:R:3:lowdin_charge:R:1
C 0.3851 -0.3890 -4.9469 -0.080 -0.098 0.034 -0.063
C -0.4305 -1.2467 -4.0231 0.044 0.050 -0.032 -0.228
C -1.1589 -2.3357 -4.4852 -0.063 -0.002 0.332 -0.608
C -1.9154 -3.1342 -3.6421 -0.050 -0.066 0.003 -0.124
C -1.9505 -2.8403 -2.2922 0.067 0.025 -0.256 -0.077
C -1.2411 -1.7666 -1.7913 -0.025 0.009 0.152 -0.019
C -0.4826 -0.9695 -2.6438 -0.433 -0.594 -0.068 -0.183
N 0.2431 0.1169 -2.1760 0.331 0.323 -0.432 0.139
C 0.3916 0.6219 -0.9281 0.170 0.420 0.488 -0.357
N -0.2095 0.0766 0.1263 -0.187 -0.300 -0.220 0.168
C 0.0068 0.6835 1.2881 0.215 0.169 -0.259 -0.304
N 0.7654 1.7500 1.4523 -0.021 0.124 0.443 0.182
C 1.3445 2.2161 0.3372 -0.194 -0.374 -0.260 -0.448
N 1.1862 1.6974 -0.8753 0.156 0.155 -0.147 0.176
N 2.1589 3.2767 0.4689 0.116 0.185 0.003 0.162
H 2.5392 3.7049 -0.3548 -0.002 0.006 0.021 0.102
H 2.2134 3.7354 1.3594 0.004 -0.002 -0.021 0.102
C -0.6961 0.0786 2.4787 -0.035 -0.051 0.154 -0.130
N -0.2167 0.4367 3.7905 0.080 -0.018 -0.377 -0.168
C -0.4714 1.8180 4.1664 -0.259 0.086 0.464 -0.203
C -0.6941 1.9213 5.6784 0.083 0.207 -0.037 -0.184
H -1.1427 0.9814 6.0016 -0.086 0.022 -0.004 0.108
C 0.5722 2.2034 6.4902 0.012 -0.015 -0.058 -0.212
C 1.8233 1.4743 5.9923 -0.089 -0.065 0.193 -0.213
C 1.5629 0.0558 5.4869 0.191 0.135 -0.217 -0.180
H 0.8014 -0.4302 6.0960 -0.023 -0.139 0.061 0.115
H 2.4850 -0.5229 5.5812 -0.029 -0.043 0.013 0.108
C 1.1496 0.0059 4.0153 0.093 -0.254 0.225 -0.208
H 1.2170 -1.0315 3.6722 0.027 0.040 -0.035 0.121
H 1.8658 0.6025 3.4248 -0.025 -0.088 0.064 0.112
H 2.5448 1.4405 6.8124 0.052 0.059 -0.066 0.104
H 2.2864 2.0464 5.1853 0.083 0.022 -0.008 0.102
H 0.7766 3.2769 6.4812 -0.019 0.022 0.091 0.104
H 0.3797 1.9215 7.5282 0.027 0.073 0.044 0.105
H -1.4147 2.7154 5.8851 -0.061 -0.016 0.031 0.104
H -1.3849 2.1321 3.6568 0.059 0.033 -0.044 0.117
H 0.3334 2.4902 3.8431 -0.089 0.011 -0.030 0.107
H -1.7538 0.3561 2.4058 0.038 -0.065 -0.065 0.131
H -0.6443 -1.0093 2.3664 -0.051 0.090 -0.062 0.125
H 0.7661 0.6423 -2.8628 -0.069 -0.055 0.162 0.122
H -1.2598 -1.5256 -0.7423 -0.053 -0.091 -0.065 0.081
H -2.5362 -3.4537 -1.6253 -0.054 -0.054 0.072 0.105
H -2.4651 -3.9701 -4.0444 -0.033 -0.060 -0.065 0.098
Cl -1.1502 -2.7486 -6.1713 -0.032 -0.097 -0.217 0.695
H 0.3062 -0.7531 -5.9666 0.074 0.104 0.024 0.035
H 0.0327 0.6428 -4.9292 0.036 0.114 -0.022 0.090
H 1.4379 -0.4064 -4.6632 0.103 0.063 -0.009 0.090
```
Forces are in eV/Å.

Calculated values
SMILES string: Cc1c(Cl)cccc1Nc1nc(N)nc(CN2CCCCCC2)n1
Net charge: 0
Total energy, eV: -39467.197
Highest occupied orbital energy, eV: -8.281
Strongest force on any atom, eV Å⁻¹: 0.74



[3]
Computed, not measured: 4 unconnected molecules or ions with the total composition C17H23F8N3O4S, with wB97M-V/def2-TZVPD.

```
56
Properties=species:S:1:pos:R:3:forces:R:3:lowdin_charge:R:1
O 1.6098 -3.6556 1.1914 -2.057 2.994 -1.070 0.090
C 0.8471 -2.7272 0.8917 0.456 -2.002 0.808 -0.429
O 1.2113 -1.3859 0.6874 -0.609 -2.831 -0.495 -0.045
C 2.4090 -1.2626 -0.1279 2.672 1.268 -0.335 -0.162
C 3.0686 0.1660 0.2288 -1.414 0.162 0.489 -0.213
C 2.4690 1.3718 -0.6571 -0.170 -0.057 1.173 -0.555
S 2.8205 1.1892 -2.4720 -0.634 -0.049 0.419 0.643
O -0.5403 -3.0199 0.7868 2.091 2.300 0.146 0.004
C -1.2853 -1.8735 0.2855 -1.404 0.557 -1.246 -0.134
C -2.8493 -2.2212 0.0203 2.000 -1.045 0.965 -0.145
O -3.2403 -1.4608 -1.1402 -0.516 0.546 1.716 -0.135
C -3.8179 -0.1940 -0.7970 -0.872 0.648 -0.811 -0.097
C -2.9400 1.0485 -1.3488 -0.433 -2.617 -0.881 -0.264
F -2.9297 0.8766 -2.7714 0.192 0.747 2.771 0.055
F -1.5985 0.9475 -0.9300 -2.345 0.743 -0.596 0.068
C -3.6607 2.4234 -0.9710 -0.429 1.354 -2.420 -0.211
F -4.9870 2.2215 -0.4957 3.060 0.277 -0.466 0.087
F -3.8249 3.1380 -2.1991 0.352 -1.235 2.555 0.075
C -2.8368 3.3897 -0.0100 -0.811 1.912 0.198 -0.239
F -1.5648 3.7488 -0.5080 -2.682 -1.351 0.923 0.093
F -3.5729 4.6159 0.0344 1.420 -2.438 -0.140 0.069
C -2.7097 2.9067 1.5076 1.380 1.303 1.463 -0.159
F -3.7353 3.5082 2.2969 1.589 -2.001 -1.673 0.028
F -2.6123 1.5109 1.6810 -0.972 2.365 -0.506 0.042
H 3.2072 -2.0460 0.1249 -1.588 0.839 -0.244 0.137
H 2.1902 -1.2911 -1.2557 -0.026 -0.122 1.699 0.115
H 2.7446 0.3857 1.3126 0.564 -0.339 -1.487 0.121
H 4.2040 0.1464 0.2422 -1.474 -0.095 -0.428 0.115
H 1.3451 1.5074 -0.4502 1.702 -0.333 -0.398 0.076
H 2.9675 2.3355 -0.2891 -0.700 -1.299 -0.780 0.071
H 1.7079 0.5488 -3.0051 0.821 0.620 1.047 -0.157
H -1.2771 -0.9716 0.9829 0.497 -1.255 -0.908 0.134
H -0.8634 -1.6219 -0.7530 -0.646 -0.050 1.680 0.145
H -3.4318 -1.9843 0.9675 0.401 -0.097 -1.366 0.130
H -2.9291 -3.3581 -0.1399 -0.078 1.820 -0.255 0.145
H -4.0702 -0.0609 0.3025 0.658 -0.261 -1.255 0.135
H -4.8195 -0.1303 -1.3608 1.521 0.116 0.754 0.159
H -1.7304 3.3532 1.9113 -1.389 -0.791 -0.662 0.172
C 0.5845 -2.5773 -5.1976 0.638 0.558 0.207 -0.060
C 1.6857 -1.6213 -4.8612 1.466 1.228 0.403 -0.231
N 2.5499 -0.8704 -4.5971 -2.354 -2.269 -1.061 0.090
H 0.9855 -3.4209 -5.7609 0.022 0.108 0.062 0.079
H 0.1222 -2.9477 -4.2815 0.071 0.064 -0.057 0.075
H -0.1722 -2.0735 -5.8004 0.107 0.007 0.068 0.079
C 0.1548 5.7070 3.8280 0.456 -0.469 -0.586 -0.064
C 0.8938 4.8947 2.8106 0.940 -1.056 -1.314 -0.257
N 1.4697 4.2552 2.0120 -1.574 1.632 2.089 0.121
H -0.9170 5.6667 3.6277 0.104 -0.007 -0.020 0.072
H 0.3459 5.3126 4.8269 0.019 -0.006 -0.122 0.080
H 0.4864 6.7452 3.7850 -0.003 -0.118 -0.046 0.080
C 4.1025 -5.5190 2.5202 0.593 0.566 0.129 -0.067
C 5.1913 -4.5540 2.8701 1.406 1.244 0.455 -0.259
N 6.0454 -3.7967 3.1447 -2.255 -1.990 -0.729 0.101
H 4.5155 -6.3550 1.9539 0.048 0.099 0.079 0.077
H 3.6381 -5.9008 3.4304 0.087 0.078 -0.047 0.078
H 3.3434 -5.0194 1.9155 0.101 0.026 0.106 0.044
```
Forces are in eV/Å.

Calculated values
SMILES string: O=C(OCCCS)OCCOCC(F)(F)C(F)(F)C(F)(F)C(F)F.CC#N.CC#N.CC#N
Net charge: 0
Total energy, eV: -63232.659
Highest occupied orbital energy, eV: -8.493
Strongest force on any atom, eV Å⁻¹: 3.79



[4]
Computed, not measured: a molecular structure, C17H23N2O5S, with wB97M-V/def2-TZVPD.

```
48
Properties=species:S:1:pos:R:3:forces:R:3:lowdin_charge:R:1
C 0.8333 2.9958 -0.4599 4.313 -4.587 -3.201 0.037
C 2.3561 3.0424 -1.0844 -4.444 -1.402 -0.795 -0.090
H 2.4352 2.6805 -2.0953 -0.696 -0.237 -0.579 0.125
H 2.6263 4.0460 -1.1495 1.529 1.508 0.875 0.107
O 3.1112 2.1763 -0.3293 -2.391 12.743 5.805 0.099
C 3.5285 1.1080 -0.4928 3.777 -4.162 0.941 -0.825
O 3.3648 0.5168 -1.4335 -1.691 -6.668 -9.835 0.214
C 4.3777 0.6184 0.5130 1.018 -3.576 4.698 -0.160
N 3.4792 0.6967 1.7404 2.145 2.385 4.804 0.064
H 3.9464 0.0634 2.5959 -1.902 2.308 -2.810 0.208
H 3.3380 1.8419 2.1476 0.880 -4.392 -1.590 0.267
H 2.4386 0.3693 1.4231 0.593 -0.661 0.252 0.007
C 4.8677 -1.0223 0.2460 -4.501 3.108 7.649 -0.219
H 5.0627 -0.8806 -0.6683 0.932 -0.625 -7.472 0.004
H 5.7428 -1.0920 0.7856 1.839 -0.598 1.341 0.048
S 3.5813 -2.1458 1.0284 1.665 -0.100 -1.793 1.033
C 2.3603 -2.1090 -0.3056 0.973 9.428 3.138 -0.465
C 1.1227 -1.2182 0.2853 3.770 4.223 0.408 -0.241
O 1.3671 -0.0307 0.8158 -2.304 -3.742 -1.370 -0.015
N -0.0175 -1.7089 -0.0393 4.695 -2.762 -3.035 0.085
C 0.1696 -2.9986 -0.9063 4.498 4.040 5.038 -0.202
O -0.7757 -3.5821 -1.0873 -3.557 -3.631 -2.460 0.262
C 1.7011 -3.1399 -0.7661 -7.601 1.291 -6.615 -0.151
H 1.9728 -3.5230 -1.6371 1.628 -0.750 -4.885 0.130
H 1.9117 -3.9026 -0.3701 1.812 -11.170 7.005 0.047
C -1.2080 -1.2330 0.1263 -6.691 1.626 0.667 -0.290
C -1.5849 -0.9833 1.4122 -3.920 4.539 -0.157 0.021
C -2.8228 -0.1700 1.6535 -1.497 -2.608 4.082 0.037
C -3.9321 -0.3544 0.8073 7.770 -1.232 -3.238 -0.391
C -3.4963 -0.8180 -0.5106 -2.466 1.139 -1.108 -0.015
C -2.2477 -1.1323 -0.9075 2.527 -2.308 -0.473 0.003
H -2.0568 -1.6256 -1.9737 -0.431 1.665 2.382 0.162
H -4.2313 -0.7497 -1.3521 0.411 -0.354 0.928 0.129
O -5.0747 0.0072 1.0698 -4.067 1.425 2.179 0.003
C -6.1726 0.1378 0.1843 0.786 12.475 6.971 -0.073
C -6.0202 1.6278 -0.6916 -7.621 -9.390 -2.509 0.070
H -6.9156 1.4668 -1.5353 2.410 1.110 2.311 0.157
H -5.1773 1.4141 -1.0925 5.721 -0.499 -3.164 -0.035
H -6.0438 2.3747 -0.1122 -0.556 5.699 4.260 -0.018
H -6.3264 -0.5929 -0.3070 -1.591 -9.494 -6.983 0.000
H -6.9407 0.1993 0.9826 -0.224 0.260 -1.134 0.142
H -3.2588 0.0921 2.9095 1.939 -0.650 -4.005 0.203
H -0.9466 -0.8612 2.2222 1.562 -0.616 1.159 0.087
H 2.7129 -1.5253 -1.1602 0.470 0.547 0.700 0.136
H 5.1797 1.2908 0.6992 1.086 0.247 -0.068 0.151
H 0.6137 1.9003 -0.4371 -0.006 0.836 0.359 0.079
H 0.7991 3.3861 0.4608 -0.311 1.787 3.187 0.034
H 0.2492 3.3471 -1.2039 -2.282 1.828 -1.863 0.037
```
Forces are in eV/Å.

Calculated values
Net charge: +1
Total energy, eV: -42035.391
Highest occupied orbital energy, eV: -10.576
Strongest force on any atom, eV Å⁻¹: 14.31



[5]
Computed, not measured: a single C17H23N5O2S2 molecule, with wB97M-V/def2-TZVPD.

```
49
Properties=species:S:1:pos:R:3:forces:R:3:lowdin_charge:R:1
N 0.3676 3.3612 1.8132 0.191 0.159 0.031 0.176
C -0.2692 2.1782 1.7010 -0.092 -0.504 0.069 -0.334
N -1.5286 2.2046 1.2840 0.012 0.485 -0.043 0.112
C -2.1840 1.0547 1.1974 0.216 -0.459 0.111 -0.678
N -1.7250 -0.1497 1.4722 -0.261 -0.232 0.050 0.070
C -0.4642 -0.1881 1.8762 0.355 0.526 0.058 -0.526
C 0.3549 0.9487 2.0251 -0.668 -0.298 -0.195 -0.133
C 1.6569 0.5804 2.4509 0.319 -0.576 0.230 -0.221
C 1.7996 -0.7604 2.5976 -0.252 0.342 -0.044 -0.491
S 0.3689 -1.6746 2.2384 0.125 0.362 0.019 1.117
C 3.1713 -1.1680 3.0082 0.112 -0.175 -0.028 -0.167
H 3.7010 -1.6275 2.1691 0.040 -0.056 0.034 0.115
H 3.1707 -1.8815 3.8321 0.076 -0.036 -0.001 0.111
C 3.7997 0.1861 3.4059 0.049 0.035 0.011 -0.158
H 3.7601 0.2946 4.4897 0.022 0.004 -0.003 0.112
H 4.8416 0.2535 3.0989 0.038 0.005 0.072 0.106
C 2.9378 1.2928 2.7537 0.067 0.073 -0.049 -0.131
H 3.3974 1.6584 1.8300 0.037 0.097 0.019 0.116
H 2.8015 2.1400 3.4281 0.056 0.067 -0.022 0.111
S -3.8299 1.1637 0.6223 -0.532 0.055 -0.088 0.980
C -4.3597 -0.5575 0.8657 0.276 0.296 0.156 -0.366
H -4.3210 -0.7890 1.9295 -0.009 -0.101 -0.137 0.086
C -3.5575 -1.6139 0.1115 -0.397 0.319 -0.087 -0.593
O -3.4764 -2.7435 0.5408 0.042 -0.414 0.238 0.050
N -3.0784 -1.2228 -1.0844 0.089 0.168 -0.417 0.047
H -3.0618 -0.2380 -1.3111 -0.016 -0.053 0.127 0.091
C -2.1933 -2.0556 -1.8593 0.276 -0.145 0.085 -0.150
C -0.7549 -1.5273 -1.7937 -0.354 -0.169 -0.070 -0.168
N -0.7076 -0.1716 -2.3202 -0.057 0.057 0.067 -0.163
C 0.2478 0.7133 -1.6786 0.352 0.039 -0.054 -0.152
C 1.6871 0.4555 -2.1384 -0.241 0.088 0.295 -0.188
O 1.7973 0.5790 -3.5401 0.021 0.109 -0.090 -0.133
C 0.9200 -0.3123 -4.1974 -0.307 -0.103 -0.059 -0.192
C -0.5361 -0.0916 -3.7631 0.276 0.026 -0.110 -0.154
H -1.1819 -0.8248 -4.2471 -0.045 0.022 -0.076 0.117
H -0.8485 0.9107 -4.0722 -0.006 -0.060 -0.119 0.126
H 1.0374 -0.1192 -5.2648 -0.040 -0.097 0.022 0.124
H 1.2245 -1.3502 -3.9881 -0.002 0.071 -0.047 0.118
H 2.3710 1.1931 -1.7145 -0.012 -0.067 0.067 0.123
H 2.0042 -0.5517 -1.8231 0.022 0.060 -0.004 0.126
H 0.1773 0.6011 -0.5970 -0.018 0.025 0.019 0.097
H -0.0308 1.7394 -1.9416 0.082 0.028 0.071 0.131
H -0.0926 -2.2252 -2.3251 0.040 0.008 0.056 0.118
H -0.4535 -1.5070 -0.7447 0.047 -0.027 -0.019 0.101
H -2.5448 -2.0801 -2.8950 0.061 -0.103 0.027 0.114
H -2.2411 -3.0607 -1.4353 -0.025 0.050 -0.155 0.121
H -5.3971 -0.5890 0.5294 0.006 -0.001 0.005 0.085
H 1.3557 3.3927 1.9817 -0.023 0.069 -0.009 0.090
H -0.1133 4.1789 1.4826 0.052 0.032 -0.015 0.109
```
Forces are in eV/Å.

Calculated values
SMILES string: Nc1nc(SCC(=O)NCCN2CCOCC2)nc2sc3c(c12)CCC3
Net charge: 0
Total energy, eV: -51219.581
Highest occupied orbital energy, eV: -7.939
Strongest force on any atom, eV Å⁻¹: 0.76